Formula: C11H26N2O6Sr
Source: the Open Molecules 2025 dataset
Level of theory: ωB97M-V/def2-TZVPD

Values from the calculation:
**Highest occupied orbital energy**: -5.27 eV
**Net charge**: 0
**Largest force on an atom**: 0.2202 Eh/bohr
**Frontier orbital gap**: 5.07 eV

Each line ends with the Löwdin charge.
Element x y z (Å)
Sr: 1.82 -11.28 -26.41  1.86
O: 1.27 -11.26 -28.45  -0.25
O: 1.97 -10.19 -24.77  -0.48
O: 3.27 -11.44 -27.77  -0.20
O: -1.62 -14.59 -26.44  -0.23
O: 0.13 -10.71 -25.53  -0.47
O: 2.77 -11.09 -29.78  -0.02
N: 1.26 -13.12 -26.31  -0.34
N: 1.24 -9.44 -27.44  -0.12
C: 1.78 -8.86 -25.05  -0.23
C: -0.45 -14.61 -27.31  -0.17
C: 0.57 -13.07 -25.03  -0.15
C: -0.41 -11.89 -25.01  -0.17
C: -2.43 -15.79 -26.47  -0.08
C: 2.44 -11.24 -28.61  -1.27
C: 0.37 -13.36 -27.43  -0.20
C: 1.51 -7.10 -26.94  -0.03
C: -0.84 -9.65 -25.75  -0.03
C: 1.97 -8.56 -26.53  -0.33
C: 1.88 -10.43 -23.29  0.02
H: 0.66 -6.73 -26.37  0.07
H: 0.93 -10.09 -22.88  0.11
H: 2.07 -11.45 -22.95  0.09
H: -1.26 -12.12 -25.65  0.13
H: -2.11 -16.54 -25.74  0.08
H: -0.25 -12.51 -27.71  0.13
H: 2.34 -6.45 -26.69  0.07
H: 2.39 -8.24 -24.39  0.14
H: 1.25 -13.06 -24.17  0.12
H: 1.61 -9.13 -28.33  0.12
H: 2.79 -9.94 -22.95  0.10
H: -2.55 -16.24 -27.45  0.09
H: -0.75 -11.71 -23.99  0.14
H: 0.79 -8.52 -24.74  0.10
H: 3.05 -8.56 -26.68  0.16
H: -0.03 -13.98 -24.95  0.12
H: 0.20 -15.40 -26.95  0.13
H: -3.34 -15.30 -26.12  0.09
H: 1.33 -6.87 -27.99  0.09
H: -1.47 -9.78 -26.64  0.12
H: 0.81 -13.42 -28.43  0.15
H: -0.40 -8.66 -25.83  0.07
H: 0.30 -9.07 -27.46  0.08
H: -0.80 -14.79 -28.33  0.13
H: -1.55 -9.59 -24.93  0.11
H: 1.90 -13.89 -26.36  0.15